# 1
The following is a quantum chemistry calculation of a 2-piece molecular cluster, C4H9Cl3N overall in a non-equilibrium geometry, from the OMol25 dataset.

Last column: natural (NBO) charge in e.
Positions of all 17 atoms, in Å:
N (1.130, 0.135, 0.247)  -0.17
Cl (-3.906, -0.339, -0.174)  0.07
Cl (-1.666, 1.095, 1.364)  0.08
C (-0.134, 0.745, -1.708)  -0.70
H (-0.969, 0.736, -0.995)  0.22
H (-2.904, -0.779, 2.069)  0.28
C (-2.573, -0.310, 1.062)  -0.32
H (0.312, 0.535, 0.680)  0.42
C (2.162, -0.367, 0.980)  -0.45
Cl (-1.386, -1.505, 0.487)  0.01
C (1.093, 0.276, -1.042)  -0.02
H (2.892, -0.623, 0.278)  0.24
H (-0.386, -0.097, -2.386)  0.28
H (0.016, 1.591, -2.383)  0.28
H (2.477, 0.227, 1.735)  0.27
H (1.985, -0.025, -1.636)  0.21
H (1.859, -1.293, 1.421)  0.30

## Properties
HOMO energy (alpha / beta) = -0.4212 / -0.5463 Ha
multiplicity = 3
DFT total energy = -1592.66238 hartree
E_LUMO (alpha / beta) = -0.1123 / -0.3327 Eh
relative energy (zero: lowest compared OMol25 entry of this formula, charge and spin) = 27.99 kcal per mole
total charge = +1

***

# 2
The following is a quantum chemistry calculation of C4H9Cl6Hg2O as an isolated structure in a non-equilibrium geometry, from the OMol25 dataset.

Last column: natural (NBO) charge in e.
Positions of all 22 atoms, in Å:
C (17.508, -17.123, -5.402)  -0.29
H (18.305, -17.785, -5.050)  0.22
Hg (14.424, -16.246, -5.315)  1.57
O (16.233, -17.447, -4.815)  -1.02
C (19.329, -21.005, -2.351)  -0.41
Cl (21.065, -18.520, -4.647)  -0.02
H (19.996, -19.201, -6.680)  0.21
C (16.657, -13.588, -3.372)  -0.36
H (17.439, -14.279, -3.084)  0.24
H (18.904, -21.919, -1.944)  0.27
Cl (15.112, -14.563, -3.279)  -0.03
Cl (19.483, -19.801, -1.103)  0.10
H (16.509, -12.748, -2.697)  0.30
H (20.307, -21.258, -2.767)  0.30
H (17.479, -17.229, -6.488)  0.22
Cl (20.951, -21.179, -5.812)  0.03
Hg (16.103, -19.016, -3.233)  1.48
C (20.909, -19.447, -6.144)  -0.42
Cl (16.957, -13.104, -5.024)  0.10
H (21.720, -19.217, -6.830)  0.27
Cl (18.303, -20.418, -3.702)  0.04
H (17.800, -16.096, -5.174)  0.20

## Properties
HOMO energy = -0.6846 Ha
multiplicity = 1
DFT total energy = -3299.68336 hartree
E_LUMO = -0.5677 Eh
relative energy (zero: lowest compared OMol25 entry of this formula, charge and spin) = 0.00 kcal per mole
total charge = +3

***

# 3
The following is a quantum chemistry calculation of one molecule with the formula C4H9ClN2 in a non-equilibrium geometry, from the OMol25 dataset.

Last column: natural (NBO) charge in e.
Positions of all 16 atoms, in Å:
H (-2.835, 0.114, 0.831)  0.21
H (3.330, -1.690, 1.084)  0.37
C (1.955, -0.409, 0.425)  0.11
H (-3.039, 1.861, 0.104)  0.21
H (-1.259, 1.215, -1.519)  0.23
H (2.929, -1.957, -0.498)  0.37
N (2.670, -1.689, 0.388)  -0.79
C (-0.148, 0.308, 0.113)  0.00
C (-2.786, 0.711, -0.107)  -0.62
N (0.766, -0.449, -0.307)  -0.25
H (-3.645, 0.296, -0.796)  0.22
C (-1.396, 0.466, -0.754)  -0.48
H (-0.019, 0.886, 1.024)  0.16
Cl (2.973, 1.104, -0.208)  -0.14
H (-1.388, -0.496, -1.345)  0.21
H (1.891, -0.273, 1.565)  0.18

## Properties
HOMO energy (alpha / beta) = -0.2277 / -0.3721 Ha
multiplicity = 3
DFT total energy = -727.29518 hartree
E_LUMO (alpha / beta) = 0.0386 / -0.1348 Eh
relative energy (zero: lowest compared OMol25 entry of this formula, charge and spin) = 0.00 kcal per mole
total charge = 0

***

# 4
The following is a quantum chemistry calculation of one molecule with the formula C4H9ClN2O in a non-equilibrium geometry, from the OMol25 dataset.

Last column: natural (NBO) charge in e.
Positions of all 17 atoms, in Å:
H (2.439, 2.116, 2.124)  0.36
H (2.066, 0.600, 1.845)  0.33
N (0.876, 2.151, 0.976)  -0.21
H (-1.668, -0.791, -2.186)  0.48
H (-2.220, -2.970, -0.265)  0.22
O (-2.056, -0.356, -1.310)  -0.72
Cl (1.134, -0.464, -1.071)  -0.15
N (1.649, 1.603, 2.063)  -0.63
H (-0.934, -2.702, 1.002)  0.22
H (-0.480, -2.910, -0.540)  0.23
H (0.151, -0.330, 1.269)  0.21
C (-1.246, -2.317, 0.111)  -0.66
C (-0.057, 1.441, 0.341)  0.00
H (-2.106, -0.275, 0.627)  0.20
C (-1.419, -0.787, -0.108)  0.08
H (-0.697, 1.920, -0.438)  0.21
C (-0.123, -0.038, 0.317)  -0.19

## Properties
HOMO energy = -0.3476 Ha
multiplicity = 1
DFT total energy = -802.63768 hartree
E_LUMO = 0.0114 Eh
relative energy (zero: lowest compared OMol25 entry of this formula, charge and spin) = 76.94 kcal per mole
total charge = 0

***

# 5
The following is a quantum chemistry calculation of C4H9ClO2 as an isolated structure in a non-equilibrium geometry, from the OMol25 dataset.

Last column: natural (NBO) charge in e.
Positions of all 16 atoms, in Å:
H (1.437, 0.985, 2.151)  0.22
O (0.114, 0.791, -1.241)  -0.60
O (0.591, -0.998, 0.568)  -0.52
C (0.771, 1.204, 1.444)  -0.64
C (1.039, 0.242, 0.180)  0.45
H (-0.274, 1.279, 1.920)  0.23
H (0.153, -2.995, -0.369)  0.21
C (-1.209, 0.774, -0.984)  -0.26
Cl (2.570, 0.427, -0.425)  0.05
H (1.152, 2.163, 1.035)  0.22
H (1.806, -2.273, -0.370)  0.18
H (-1.626, -0.245, -1.086)  0.16
H (-1.413, 1.422, -1.910)  0.20
C (0.782, -2.008, -0.403)  -0.28
H (-1.545, 1.370, -0.124)  0.16
H (0.529, -1.501, -1.374)  0.20

## Properties
HOMO energy = -0.3587 Ha
multiplicity = 1
DFT total energy = -768.36610 hartree
E_LUMO = 0.0312 Eh
relative energy (zero: lowest compared OMol25 entry of this formula, charge and spin) = 66.34 kcal per mole
total charge = 0

***

# 6
The following is a quantum chemistry calculation of a 2-piece molecular cluster, C4H9ClOSi overall in a non-equilibrium geometry, from the OMol25 dataset.

Last column: natural (NBO) charge in e.
Positions of all 16 atoms, in Å:
H (2.462, -1.188, -0.494)  0.24
H (-0.549, 2.005, -0.655)  0.26
H (1.387, -2.632, -0.054)  0.26
H (1.401, -1.672, -1.703)  0.24
C (0.044, 1.191, -1.128)  -1.14
H (1.132, -0.243, 2.219)  0.24
C (1.460, -1.562, -0.551)  -1.15
Cl (-1.555, -1.559, 0.079)  -0.41
C (0.366, 0.325, 1.732)  -1.14
H (-0.200, 0.766, -2.128)  0.25
H (0.597, 1.410, 1.521)  0.24
O (-3.959, 0.559, -0.322)  -0.50
H (-0.651, 0.124, 2.333)  0.26
C (-3.077, 1.118, 0.138)  0.50
Si (0.131, -0.343, -0.008)  1.60
H (1.012, 1.701, -0.979)  0.25

## Properties
HOMO energy = -0.3785 Ha
multiplicity = 1
DFT total energy = -982.77283 hartree
E_LUMO = 0.0302 Eh
relative energy (zero: lowest compared OMol25 entry of this formula, charge and spin) = 23.02 kcal per mole
total charge = 0

***

# 7
The following is a quantum chemistry calculation of C4H9ErO3 as an isolated structure in a non-equilibrium geometry, from the OMol25 dataset.

Last column: natural (NBO) charge in e.
Positions of all 17 atoms, in Å:
H (3.212, 2.137, 0.144)  0.16
O (0.188, 1.637, -0.434)  -1.00
C (-1.409, -2.096, -0.756)  -0.26
H (0.104, 0.809, 1.450)  0.15
H (-1.956, -0.401, 1.151)  0.21
C (-1.502, 0.066, 0.262)  -0.10
C (3.217, 1.086, 0.487)  0.36
H (-1.175, 2.002, 1.096)  0.20
O (2.908, 0.180, -0.282)  -0.66
H (3.772, 0.873, 1.418)  0.17
H (-1.742, -2.594, 0.166)  0.21
O (-0.719, -0.902, -0.438)  -0.65
Er (0.971, 0.214, -1.828)  1.70
H (-2.283, -1.883, -1.391)  0.20
H (-0.712, -2.748, -1.294)  0.20
H (-2.313, 0.422, -0.397)  0.19
C (-0.560, 1.197, 0.646)  -0.09

## Properties
HOMO energy (alpha / beta) = -0.3695 / -0.5056 Ha
multiplicity = 5
DFT total energy = -1398.26354 hartree
E_LUMO (alpha / beta) = -0.1619 / -0.1610 Eh
relative energy (zero: lowest compared OMol25 entry of this formula, charge and spin) = 0.00 kcal per mole
total charge = +1

***

# 8
The following is a quantum chemistry calculation of one molecule with the formula C4H9F in a non-equilibrium geometry, from the OMol25 dataset.

Last column: natural (NBO) charge in e.
Positions of all 14 atoms, in Å:
H (-1.328, -1.190, -0.888)  0.23
C (1.434, -0.322, -0.301)  -0.63
H (-0.644, -1.977, 0.629)  0.22
H (-0.405, 1.237, -1.233)  0.21
H (-1.498, 1.409, 0.017)  0.20
H (0.026, 2.077, 0.313)  0.22
F (0.380, 0.236, 1.634)  -0.37
H (-1.827, -0.575, 0.730)  0.22
H (2.227, 0.382, 0.147)  0.22
H (1.643, -1.358, 0.008)  0.21
C (0.043, 0.022, 0.333)  0.35
H (1.427, -0.204, -1.368)  0.20
C (-0.997, -1.027, 0.164)  -0.64
C (-0.482, 1.291, -0.184)  -0.63

## Properties
HOMO energy = -0.4095 Ha
multiplicity = 1
DFT total energy = -257.65663 hartree
E_LUMO = 0.0375 Eh
relative energy (zero: lowest compared OMol25 entry of this formula, charge and spin) = 11.94 kcal per mole
total charge = 0

***

# 9
The following is a quantum chemistry calculation of a 2-piece molecular cluster, C4H9F2N overall in a non-equilibrium geometry, from the OMol25 dataset.

Last column: natural (NBO) charge in e.
Positions of all 16 atoms, in Å:
H (0.368, 0.949, 1.805)  0.22
C (0.282, -1.187, 0.697)  -0.70
N (-2.331, -0.016, 0.643)  0.26
H (0.718, -1.076, 1.750)  0.21
F (-2.847, 1.077, -0.088)  -0.29
C (-0.326, 0.021, 0.105)  0.27
H (1.243, -1.477, 0.194)  0.23
C (-0.306, -0.054, -1.414)  -0.67
C (0.188, 1.194, 0.807)  -0.67
H (-0.484, 1.972, 0.790)  0.23
H (-0.788, 0.751, -1.835)  0.23
H (0.737, 0.007, -1.847)  0.22
H (-0.641, -1.071, -1.689)  0.23
H (-0.503, -1.924, 0.813)  0.25
H (1.110, 1.291, 0.232)  0.23
F (-2.870, -1.067, -0.081)  -0.27

## Properties
HOMO energy = -0.3369 Ha
multiplicity = 1
DFT total energy = -412.08709 hartree
E_LUMO = 0.0217 Eh
relative energy (zero: lowest compared OMol25 entry of this formula, charge and spin) = 124.56 kcal per mole
total charge = 0